{"formula": "C29H46BN8RuS2", "method": "ωB97M-V/def2-TZVPD", "species": ["Ru", "C", "C", "C", "C", "C", "C", "C", "C", "C", "N", "N", "B", "N", "N", "C", "C", "C", "C", "C", "C", "C", "C", "C", "N", "N", "C", "C", "C", "C", "C", "C", "C", "C", "C", "H", "H", "H", "H", "H", "H", "H", "H", "H", "H", "H", "H", "H", "H", "H", "H", "H", "H", "H", "H", "H", "H", "H", "H", "H", "H", "H", "H", "H", "H", "H", "H", "H", "H", "H", "H", "H", "H", "H", "H", "H", "H", "H", "H", "H", "H", "S", "C", "N", "S", "C", "N"], "xyz": [[0.36448, 0.05508, 0.01910], [-0.38006, 1.45003, 3.06390], [-0.70504, 0.14542, 3.78456], [0.29167, -0.15556, 4.90874], [-0.83975, -1.02426, 2.85097], [-1.14649, -2.34166, 3.19285], [-1.22454, -3.06180, 2.01459], [-1.42162, -4.55581, 1.92086], [-2.79269, -5.00684, 1.40449], [-0.28013, -5.21961, 1.14874], [-1.01003, -2.20177, 0.99277], [-0.74140, -0.95639, 1.51969], [-1.36483, -2.33921, -0.52481], [-0.11435, -2.39020, -1.44262], [0.62653, -1.24025, -1.57901], [1.56308, -1.44444, -2.53556], [1.37861, -2.72167, -3.03881], [0.31574, -3.28725, -2.33413], [-0.30571, -4.63778, -2.54236], [0.73797, -5.73764, -2.32613], [-0.91775, -4.72243, -3.94633], [2.52953, -0.38080, -2.94915], [2.12008, 0.20154, -4.30936], [3.95939, -0.91996, -2.97339], [-2.15478, -1.05578, -0.96147], [-1.58931, 0.19441, -0.75793], [-2.49274, 1.12401, -1.15336], [-3.60214, 0.46248, -1.64106], [-3.37003, -0.89870, -1.52150], [-4.34146, -1.91252, -2.09820], [-4.35032, -3.34735, -1.58586], [-4.18083, -1.90412, -3.62916], [-2.36490, 2.62416, -1.09573], [-1.03561, 3.11190, -0.56057], [-2.62473, 3.21800, -2.48516], [-0.17983, 2.24625, 3.78422], [-1.20239, 1.77143, 2.41833], [0.53191, 1.35006, 2.47387], [-1.68982, 0.25043, 4.24455], [1.29682, -0.30375, 4.51600], [0.00174, -1.04925, 5.46579], [0.32347, 0.68166, 5.60766], [-1.29674, -2.73474, 4.19066], [-1.35121, -4.88466, 2.95561], [-2.85399, -4.93046, 0.31924], [-3.60139, -4.41863, 1.84518], [-2.95520, -6.05442, 1.67056], [-0.28699, -4.90974, 0.10168], [-0.38675, -6.30725, 1.18234], [0.69225, -4.95874, 1.57659], [-2.00220, -3.32056, -0.67901], [1.94556, -3.19103, -3.83234], [-1.10781, -4.76523, -1.81686], [1.54351, -5.65359, -3.06050], [0.27337, -6.71834, -2.44633], [1.18148, -5.68726, -1.32842], [-0.14552, -4.60891, -4.71196], [-1.67076, -3.94526, -4.10591], [-1.39449, -5.69612, -4.08757], [2.46677, 0.41398, -2.20997], [2.15508, -0.57067, -5.08532], [2.80786, 1.00118, -4.59412], [1.10687, 0.61075, -4.28197], [4.06391, -1.69531, -3.74063], [4.24536, -1.34415, -2.00919], [4.65784, -0.11528, -3.20044], [-4.49857, 0.92168, -2.03108], [-5.31940, -1.49174, -1.86623], [-3.47748, -3.90890, -1.92647], [-5.23560, -3.84671, -1.98565], [-4.40407, -3.39404, -0.49793], [-3.18061, -2.25381, -3.90653], [-4.31885, -0.90634, -4.04790], [-4.91501, -2.57334, -4.08316], [-3.15847, 2.96635, -0.42815], [-0.23866, 2.83913, -1.24443], [-0.83009, 2.70780, 0.43456], [-1.02012, 4.19882, -0.46981], [-1.89459, 2.83805, -3.20466], [-2.53548, 4.30587, -2.44714], [-3.62369, 2.97557, -2.85159], [1.85355, 2.09130, 0.22308], [3.38484, 1.62348, -0.27268], [4.45537, 1.33436, -0.61211], [2.28215, -1.15071, 0.67662], [2.77633, -0.44641, 2.13448], [3.11136, 0.01706, 3.13972]], "forces_ev_per_angstrom": [[0.816, -0.147, 0.407], [-0.061, -0.037, 0.085], [0.123, 0.051, -0.061], [0.000, -0.059, 0.034], [0.074, -0.069, 0.059], [0.031, -0.057, 0.230], [-0.075, -0.005, 0.030], [-0.041, 0.101, -0.146], [-0.004, 0.025, 0.018], [0.060, 0.024, 0.014], [0.053, 0.077, -0.071], [-0.081, -0.062, -0.180], [-0.078, 0.082, -0.032], [0.022, 0.367, -0.026], [0.255, -0.309, 0.011], [-0.282, -0.104, 0.067], [0.241, -0.059, -0.167], [-0.077, -0.088, -0.106], [0.080, 0.007, -0.083], [0.045, -0.032, -0.027], [0.006, -0.008, -0.030], [-0.038, -0.112, -0.128], [0.023, -0.058, -0.040], [-0.001, -0.080, -0.058], [0.105, 0.085, 0.036], [-0.147, 0.160, -0.007], [0.187, -0.145, -0.018], [-0.268, 0.103, 0.029], [-0.023, -0.081, -0.024], [0.235, -0.032, -0.067], [0.020, 0.004, 0.068], [0.058, -0.005, 0.015], [0.104, -0.063, -0.061], [-0.107, 0.033, 0.059], [-0.060, 0.039, -0.038], [-0.095, -0.061, -0.042], [0.050, -0.043, 0.024], [0.103, 0.006, -0.003], [-0.108, 0.039, 0.027], [-0.081, 0.009, 0.058], [0.020, 0.074, -0.034], [-0.026, -0.042, -0.018], [0.052, 0.082, -0.197], [0.009, -0.029, 0.144], [-0.039, 0.008, 0.028], [0.046, -0.044, -0.039], [0.037, 0.096, -0.020], [-0.012, -0.031, 0.148], [-0.001, 0.098, -0.019], [-0.082, -0.020, -0.051], [0.049, 0.159, 0.033], [-0.104, 0.092, 0.137], [-0.009, 0.005, 0.032], [-0.051, -0.020, 0.051], [0.037, 0.048, 0.003], [-0.025, -0.003, -0.126], [-0.068, -0.013, 0.043], [0.083, -0.083, 0.025], [0.052, 0.097, 0.015], [0.017, 0.125, 0.103], [0.000, 0.099, 0.089], [-0.056, -0.069, 0.031], [0.055, -0.027, 0.002], [0.000, 0.090, 0.094], [-0.020, 0.023, -0.042], [-0.021, -0.016, -0.007], [0.091, -0.072, 0.019], [-0.100, 0.085, -0.003], [-0.093, 0.028, 0.022], [0.050, 0.040, 0.028], [0.047, -0.025, -0.023], [-0.105, 0.037, 0.014], [0.017, -0.051, 0.027], [0.056, 0.043, 0.031], [-0.066, -0.003, 0.053], [0.127, -0.023, -0.070], [0.043, -0.007, -0.003], [-0.073, -0.030, -0.002], [-0.032, 0.034, 0.030], [-0.011, -0.082, -0.006], [0.089, 0.013, 0.013], [-0.603, -0.486, -0.135], [0.589, -0.190, -0.098], [-0.525, 0.162, 0.147], [-0.450, 0.361, -0.136], [-0.039, 0.133, 0.245], [-0.020, -0.162, -0.433]], "mulliken_charge": [0.7135, -1.0092, 0.7695, -1.3107, -0.2861, -1.0356, -0.1073, -0.0229, -1.4147, -1.2487, 1.3955, -0.3641, 1.5784, 1.2783, -0.1445, -0.7853, -0.0623, -0.0248, 0.9368, -1.6846, -1.2887, 1.2326, -1.5461, -1.4997, -0.0022, 0.4619, -0.7434, -1.0405, -0.1580, 0.3965, -1.5659, -1.4457, 0.7098, -1.0639, -1.3976, 0.4537, 0.1976, -0.0772, 0.3496, 0.2360, 0.3733, 0.4439, 0.4964, 0.6315, 0.0636, 0.3688, 0.5104, 0.0421, 0.4860, 0.4164, -0.9191, 0.6166, -0.4473, 0.4184, 0.4180, 0.3230, 0.3724, 0.1391, 0.4404, -0.6687, 0.3463, 0.4465, 0.3546, 0.3904, 0.3178, 0.4511, 0.5618, 0.5673, 0.0837, 0.5457, 0.2464, 0.1938, 0.4148, 0.4445, 0.3811, 0.2128, -0.1661, 0.4583, 0.3254, 0.4269, 0.3691, -0.0064, 0.2963, -0.4604, 0.0011, 0.4052, -0.5132], "multiplicity": 5, "energy_ev": -67664.214, "s_squared": 6.03, "max_force_ev_per_a": 0.9, "charge": 1, "lumo_energy_ha": [-0.1773, -0.2234]}

***

{"formula": "C29H46BrEuN3P2", "method": "ωB97M-V/def2-TZVPD", "species": ["N", "C", "C", "C", "C", "C", "C", "Eu", "P", "C", "C", "C", "C", "C", "C", "C", "Br", "H", "H", "H", "H", "H", "H", "H", "H", "H", "H", "P", "C", "C", "H", "H", "H", "H", "H", "C", "C", "H", "H", "H", "H", "H", "C", "C", "H", "H", "H", "H", "H", "C", "C", "H", "H", "H", "H", "H", "C", "C", "H", "H", "H", "H", "H", "C", "C", "H", "H", "H", "H", "H", "C", "C", "N", "C", "C", "N", "H", "H", "H", "H", "H", "H"], "xyz": [[4.06232, -2.42724, 4.72295], [3.01897, -3.26081, 4.70934], [2.70565, -4.05232, 3.60434], [3.48500, -3.91792, 2.42880], [4.68075, -3.17616, 2.52731], [4.91380, -2.43954, 3.69703], [2.98539, -4.40028, 1.15846], [-0.28117, -0.76883, -1.03098], [-2.36730, 2.41089, -1.58259], [3.45557, -3.96394, -0.05635], [2.53940, -3.65986, -1.15561], [2.88516, -2.69353, -2.12829], [1.89292, -2.08546, -2.91236], [0.57476, -2.43110, -2.66298], [0.22289, -3.55310, -1.94127], [1.22100, -4.16738, -1.16075], [-1.12849, -1.11808, -3.59689], [2.13704, -5.09098, 1.20378], [4.47592, -3.59796, -0.16985], [1.83364, -4.69522, 3.63636], [5.38720, -3.11431, 1.70339], [2.39403, -3.26893, 5.60407], [5.80797, -1.80812, 3.77013], [3.92694, -2.36381, -2.17845], [0.97144, -5.00317, -0.51197], [2.15878, -1.37487, -3.69780], [-0.77887, -3.99537, -1.94497], [1.26660, 1.24594, 0.89599], [-3.69751, 1.11582, -1.72789], [-4.42957, 0.96469, -3.05463], [-4.41566, 1.33930, -0.92645], [-3.24412, 0.14121, -1.47133], [-5.11979, 0.11806, -2.96072], [-5.04751, 1.83425, -3.31863], [-3.75338, 0.73860, -3.88862], [-1.65322, 2.48218, -3.28492], [-2.41656, 3.30219, -4.30844], [-1.52290, 1.44546, -3.64826], [-0.63038, 2.87617, -3.15508], [-1.85514, 3.34372, -5.25053], [-3.39172, 2.86252, -4.54158], [-2.58393, 4.33329, -3.99054], [-3.29027, 3.99767, -1.35557], [-4.74953, 4.10644, -1.78791], [-2.69352, 4.78910, -1.83794], [-3.22235, 4.18227, -0.26887], [-5.14506, 5.07919, -1.45504], [-4.86900, 4.07812, -2.88072], [-5.37917, 3.32633, -1.34139], [0.85934, 2.64355, 2.04883], [-0.06916, 3.72387, 1.49488], [1.81825, 3.08776, 2.36842], [0.40211, 2.16994, 2.93395], [-0.05670, 4.58178, 2.17846], [0.24625, 4.08509, 0.50886], [-1.10664, 3.37187, 1.42071], [1.99181, 2.22325, -0.50872], [2.85480, 1.42616, -1.48552], [2.57437, 3.03339, -0.03796], [1.13457, 2.68378, -1.03057], [3.43112, 2.13699, -2.09366], [3.56844, 0.76741, -0.97161], [2.25420, 0.81265, -2.17721], [2.84404, 0.62720, 1.65684], [2.83639, 0.56171, 3.17977], [3.67011, 1.25917, 1.28815], [2.98889, -0.38490, 1.23900], [3.84681, 0.33156, 3.53808], [2.51968, 1.50702, 3.63472], [2.17777, -0.23977, 3.54166], [-2.22190, -3.23761, 1.09078], [-2.45546, -1.81559, 1.45459], [-1.97388, -0.71461, 0.87426], [-2.50499, 0.37274, 1.58402], [-3.29454, -0.09991, 2.59313], [-3.26176, -1.48223, 2.47997], [-2.24568, -3.84252, 2.01143], [-3.01812, -3.58253, 0.40829], [-1.24045, -3.36064, 0.60469], [-2.28040, 1.39403, 1.29725], [-3.85293, 0.42486, 3.34923], [-3.77332, -2.15060, 3.04953]], "forces_ev_per_angstrom": [[0.112, -0.173, 0.272], [0.308, 0.074, -0.368], [0.311, 0.433, -0.552], [0.911, -0.099, 1.225], [-0.461, 0.305, 0.531], [-0.159, -0.378, -0.606], [0.481, -0.162, -1.423], [-0.237, 2.041, 2.925], [0.167, -0.744, -0.024], [-0.370, -0.331, 0.780], [-0.297, -0.346, -0.054], [-0.354, -0.051, 0.408], [0.230, 0.380, -0.293], [-0.502, -0.173, -2.107], [-0.357, -0.935, 0.636], [-0.220, 0.770, -0.562], [1.731, -2.153, -0.338], [-0.200, 0.747, 0.014], [-0.375, 0.402, 0.260], [0.007, 0.034, -0.120], [-0.159, 0.025, 0.161], [0.167, -0.043, -0.232], [-0.387, -0.250, 0.087], [-0.407, -0.062, -0.255], [-0.144, 0.149, -0.278], [-0.091, -0.028, 0.405], [0.256, 0.403, -0.034], [0.600, 0.511, -0.202], [0.094, 0.217, -0.038], [-0.533, -0.268, -0.090], [0.165, -0.188, -0.057], [-0.123, 0.272, 0.073], [0.064, 0.081, -0.156], [0.363, -0.228, 0.093], [-0.122, 0.113, 0.152], [0.194, 0.071, 0.053], [-0.077, 0.050, -0.708], [-0.097, 0.478, 0.203], [-0.278, -0.044, -0.137], [-0.110, 0.048, 0.161], [0.208, 0.130, 0.092], [0.079, -0.115, 0.032], [0.268, 0.167, 0.426], [-0.271, 0.259, -0.225], [-0.090, -0.244, 0.233], [-0.037, 0.077, -0.363], [0.094, -0.349, -0.075], [0.065, -0.075, 0.353], [0.149, 0.189, -0.129], [-0.223, -0.352, 0.148], [-0.112, 0.112, 0.062], [-0.306, -0.191, -0.192], [0.199, 0.293, -0.175], [-0.071, -0.172, -0.174], [-0.091, -0.066, 0.217], [0.272, 0.081, -0.073], [-0.411, 0.173, 0.234], [0.142, 0.166, -0.001], [-0.128, -0.208, -0.279], [0.402, -0.007, 0.078], [-0.131, -0.375, -0.001], [-0.153, 0.169, -0.156], [0.072, 0.091, 0.099], [-0.067, -0.269, -0.350], [0.096, -0.223, 0.219], [-0.281, -0.146, 0.175], [0.228, 0.281, 0.186], [-0.269, 0.060, 0.008], [0.170, -0.294, -0.063], [0.096, 0.228, -0.037], [-0.059, -0.112, -0.139], [-0.141, 0.842, 0.132], [-0.275, -0.474, 0.285], [-0.016, -0.715, 0.077], [0.269, -0.014, -0.588], [-0.039, 0.268, 0.214], [0.088, 0.039, -0.497], [0.371, -0.036, 0.249], [-0.329, -0.071, 0.194], [-0.018, -0.280, 0.114], [-0.047, -0.136, -0.009], [0.195, 0.349, -0.108]], "mulliken_charge": [-0.4818, -0.4499, -0.6070, 0.9815, -0.2852, -0.5170, -0.4255, 1.0872, 0.8533, -0.8067, 0.6179, -0.5302, -0.0917, -0.4710, -0.5392, -0.3976, -0.1164, 0.4172, 0.4435, 0.3970, 0.3559, 0.3702, 0.3883, 0.4648, 0.5315, 0.5423, 0.5299, 1.1691, -0.2334, -1.5198, 0.4564, 0.0881, 0.4400, 0.2435, 0.2486, -0.0280, -1.3276, -0.1979, 0.3443, 0.4183, 0.2102, 0.2817, -0.7506, -1.2560, 0.4913, 0.4266, 0.4196, 0.2218, 0.2735, -1.0024, -1.0450, 0.5886, 0.4996, 0.4194, 0.2697, 0.0685, -0.5693, -1.0897, 0.5578, -0.0766, 0.4130, 0.2387, 0.2295, -0.5259, -1.2938, 0.4888, 0.0931, 0.2919, 0.3793, 0.2744, -0.8193, 0.2973, 0.3806, -0.2833, -0.8525, -0.0183, 0.4537, 0.2837, -0.1660, 0.1860, 0.4333, 0.2142], "multiplicity": 8, "energy_ev": -143224.008, "s_squared": 15.76, "max_force_ev_per_a": 3.6, "charge": 2, "lumo_energy_ha": [-0.2696, -0.2701]}

***

Energy above the lowest of the compared OMol25 structures with the same formula, charge and spin
In order: 9.55, 0.00
Unit: kcal/mol